Density functional theory data (ωB97M-V/def2-TZVPD) for one molecule with the formula C5H12N2O.

The geometry in XYZ format:
```
20
Properties=species:S:1:pos:R:3:forces:R:3:lowdin_charge:R:1
C 0.388796 1.153739 -0.798802 0.6 -0.9 -0.8 -0.245
N -0.861812 1.769747 -1.207655 0.1 -0.3 0.2 -0.004
C 0.432784 -0.533250 -0.799654 -0.9 1.8 0.7 -0.419
C -0.017219 -1.234903 -1.994804 0.0 -0.2 0.2 -0.148
H -1.513886 1.893833 -0.442226 0.0 -0.1 0.0 0.052
H -1.308110 1.215171 -1.932725 0.1 -0.1 0.0 0.060
H 1.145487 1.372617 -1.558502 -0.1 -0.1 -0.2 0.098
H 0.794819 1.708540 0.053785 -0.2 -0.4 0.4 0.090
H 1.406212 -0.845400 -0.390559 0.1 0.3 -0.1 0.106
H -1.066383 -1.515365 -2.031648 -0.2 0.2 0.0 -0.027
H 0.360983 -0.855361 -2.937209 0.1 -0.1 0.0 -0.006
C 0.884716 -0.204651 2.319373 0.5 0.7 -0.5 0.011
C -0.406032 -0.016015 1.597851 -1.9 -2.5 0.3 -0.383
N -0.548817 -0.932525 0.321473 0.7 1.4 0.3 0.090
O -1.442868 0.447938 2.002401 1.6 0.1 -0.8 0.131
H -1.489396 -0.714419 -0.019214 0.1 -0.2 -0.2 0.144
H -0.428213 -1.955179 0.373529 -0.2 0.2 0.4 0.161
H 1.062505 -1.256043 2.558734 -0.3 0.0 0.0 0.104
H 0.893557 0.407294 3.217355 -0.1 -0.1 0.0 0.097
H 1.712876 0.094232 1.668498 -0.1 0.0 0.1 0.088
```
Positions in Å, forces in eV/Å.

As for the multiplicity: 1. The value obtained for the total energy is -10403.176 eV. The HOMO energy comes out at -5.8 eV. For the energy above the lowest of the compared OMol25 structures with the same formula, charge and spin, the calculation gives 506.38 kJ/mol.